# 1
ORCA calculation (wB97M-V/def2-TZVPD) on C42H50F4IN14O2PbS2Si2Te as an isolated structure.

```
119
Properties=species:S:1:pos:R:3
Pb -0.26 0.54 -0.51
C 1.85 0.59 6.74
C 1.32 -0.34 5.67
N 2.00 -0.13 4.40
C 1.51 -0.13 3.14
S -0.29 0.06 3.08
N 2.36 -0.22 2.18
N 2.06 0.18 0.91
C 2.99 -0.13 0.07
C 4.12 -1.05 0.38
C 2.99 0.59 -1.23
C 4.17 0.69 -1.96
C 4.24 1.56 -3.03
C 3.13 2.34 -3.34
C 1.98 2.16 -2.59
N 1.91 1.29 -1.59
H 1.40 0.34 7.70
H 1.62 1.63 6.50
H 2.93 0.50 6.84
H 0.26 -0.19 5.54
H 1.46 -1.38 5.99
H 3.01 -0.04 4.43
H 4.99 -0.50 0.73
H 4.40 -1.62 -0.51
H 3.82 -1.74 1.17
H 5.05 0.14 -1.65
H 5.16 1.67 -3.59
H 3.15 3.07 -4.13
H 1.10 2.76 -2.76
C -1.37 -0.73 -6.36
N -0.46 -0.52 -5.24
C 0.63 0.37 -5.55
C -1.00 -0.44 -3.96
N -0.85 0.51 -3.13
N -1.73 -1.57 -3.64
C -2.53 -1.79 -2.52
N -3.20 -3.00 -2.61
N -2.56 -0.97 -1.55
H -0.90 -1.34 -7.13
H -1.66 0.23 -6.81
H -2.28 -1.22 -6.03
H 1.12 0.02 -6.45
H 1.36 0.36 -4.74
H 0.30 1.41 -5.72
H -0.38 1.30 -3.56
H -1.49 -2.39 -4.18
H -3.52 -3.27 -3.53
H -3.90 -3.14 -1.90
H -3.26 -1.22 -0.86
S -4.74 2.30 1.36
C -3.52 1.25 1.20
N -2.67 0.45 1.07
F 1.71 3.47 4.32
C 2.57 3.26 3.31
C 3.74 2.58 3.58
F 3.96 2.24 4.88
C 4.67 2.20 2.61
C 4.37 2.73 1.34
C 3.22 3.44 1.08
F 3.03 3.85 -0.20
C 2.24 3.70 2.03
C 0.93 4.26 1.66
C 0.29 3.61 0.64
N -0.19 2.93 -0.19
C 0.27 5.26 2.40
N -0.27 6.10 2.99
F 5.22 2.51 0.31
C 5.77 1.31 2.87
C 6.79 1.05 1.93
N 7.62 0.79 1.17
C 5.71 0.41 3.96
N 5.67 -0.36 4.83
C -4.20 -4.16 1.93
Si -4.58 -2.45 2.61
C -5.43 -1.45 1.29
C -5.71 -2.63 4.09
C -2.99 -1.64 3.22
Te -1.35 -1.74 1.87
C -0.68 -3.54 2.77
Si 0.29 -3.76 4.36
C -0.47 -2.80 5.79
C 2.10 -3.40 4.04
C 0.12 -5.58 4.77
H -5.10 -4.59 1.48
H -3.87 -4.85 2.71
H -3.43 -4.16 1.15
H -6.33 -1.98 0.95
H -4.80 -1.23 0.43
H -5.74 -0.47 1.68
H -6.66 -3.08 3.79
H -5.92 -1.65 4.53
H -5.26 -3.25 4.86
H -2.65 -2.12 4.14
H -3.17 -0.58 3.41
H -0.10 -4.00 1.97
H -1.62 -4.09 2.87
H -0.69 -1.76 5.54
H 0.20 -2.80 6.64
H -1.40 -3.29 6.10
H 2.25 -2.60 3.32
H 2.57 -4.30 3.64
H 2.64 -3.14 4.95
H -0.93 -5.85 4.93
H 0.66 -5.83 5.69
H 0.51 -6.21 3.97
I 4.93 -7.27 -2.55
C 3.69 -5.70 -1.95
C 3.48 -5.47 -0.59
C 2.64 -4.44 -0.20
C 2.03 -3.63 -1.15
C 2.26 -3.86 -2.50
C 3.08 -4.90 -2.91
C 1.13 -2.49 -0.71
O 0.78 -1.67 -1.59
O 0.81 -2.46 0.50
H 3.97 -6.09 0.15
H 2.47 -4.24 0.85
H 1.79 -3.21 -3.22
H 3.26 -5.08 -3.96
```

The value obtained for the HOMO-LUMO gap is 4.8 eV. The calculation puts the HOMO energy at -3.90 eV. As for the charge: -1. The value obtained for the energy above the lowest of the compared OMol25 structures with the same formula, charge and spin is 0.00 kcal per mole.


# 2
ORCA calculation (wB97M-V/def2-TZVPD) on C42H50HfI2N8O2P as an isolated structure at a distorted geometry.

```
106
Properties=species:S:1:pos:R:3
Hf 0.38 0.89 -0.13
C 0.17 5.09 1.40
C 0.01 3.62 1.66
C -1.24 3.00 1.39
C -2.43 3.86 1.07
C -1.40 1.61 1.57
C -2.77 0.98 1.39
C -0.35 0.87 2.22
C -0.62 -0.54 2.72
C 0.79 1.56 2.68
C 1.66 0.98 3.76
C 1.01 2.91 2.30
C 2.28 3.59 2.71
H -0.10 5.66 2.29
H -0.45 5.45 0.58
H 1.20 5.35 1.16
H -2.69 4.41 1.99
H -3.31 3.30 0.77
H -2.22 4.61 0.31
H -3.30 1.36 0.53
H -3.38 1.20 2.27
H -2.73 -0.10 1.29
H -1.02 -0.49 3.74
H 0.29 -1.13 2.76
H -1.35 -1.08 2.12
H 2.71 0.93 3.49
H 1.35 -0.01 4.08
H 1.60 1.64 4.63
H 2.12 4.16 3.63
H 2.63 4.29 1.96
H 3.09 2.89 2.90
I 5.01 3.10 -0.30
C 3.26 3.61 -1.30
C 3.29 4.66 -2.24
C 2.15 5.07 -2.88
I 2.28 6.58 -4.31
C 0.91 4.45 -2.57
C -0.34 4.86 -3.08
C -1.49 4.22 -2.70
C -1.40 3.14 -1.83
N -0.26 2.70 -1.33
C 0.90 3.37 -1.66
C 2.09 2.94 -1.02
O 2.02 1.90 -0.16
H 4.23 5.15 -2.46
H -0.38 5.69 -3.77
H -2.46 4.53 -3.07
H -2.31 2.62 -1.51
C 2.11 0.46 -4.77
C 1.49 0.46 -3.45
N 1.00 0.46 -2.42
H 1.56 1.12 -5.44
H 2.11 -0.55 -5.19
H 3.14 0.81 -4.69
C 5.52 -1.28 0.18
N 4.77 -1.65 -1.01
C 4.45 -3.08 -0.94
N 3.68 -3.41 0.26
C 4.45 -3.00 1.45
N 4.78 -1.57 1.41
C 3.63 -0.73 1.59
P 2.36 -1.00 0.22
C 3.60 -0.84 -1.21
C 2.34 -2.89 0.24
H 5.77 -0.22 0.15
H 6.45 -1.85 0.20
H 5.38 -3.64 -0.92
H 3.88 -3.38 -1.83
H 5.37 -3.57 1.47
H 3.88 -3.22 2.35
H 3.92 0.32 1.56
H 3.16 -0.95 2.55
H 3.87 0.21 -1.30
H 3.09 -1.16 -2.12
H 1.82 -3.23 -0.66
H 1.79 -3.23 1.12
C -6.85 -2.45 2.05
C -5.86 -3.23 1.22
C -4.72 -3.78 1.80
C -3.85 -4.57 1.06
C -4.09 -4.81 -0.29
N -3.20 -5.61 -1.08
C -1.84 -5.54 -1.11
O -1.10 -6.41 -1.49
N -1.27 -4.31 -0.62
C -1.55 -3.04 -1.02
C -2.50 -2.71 -2.00
C -2.72 -1.38 -2.32
C -1.99 -0.39 -1.69
N -1.06 -0.68 -0.77
C -0.86 -1.97 -0.44
C -5.23 -4.28 -0.88
C -6.11 -3.50 -0.13
H -6.34 -1.83 2.79
H -7.50 -3.14 2.59
H -7.48 -1.82 1.43
H -4.53 -3.63 2.85
H -3.00 -5.04 1.54
H -3.58 -6.46 -1.48
H -0.40 -4.47 -0.13
H -3.02 -3.49 -2.53
H -3.45 -1.11 -3.07
H -2.13 0.65 -1.95
H -0.11 -2.18 0.31
H -5.46 -4.50 -1.92
H -7.00 -3.11 -0.60
```

The value obtained for the HOMO-LUMO gap is 5.9 eV. The calculation puts the HOMO energy at -14.78 eV. As for the charge: +3. The value obtained for the energy above the lowest of the compared OMol25 structures with the same formula, charge and spin is 18.67 kcal per mole.


# 3
ORCA calculation (wB97M-V/def2-TZVPD) on C42H51BCeN8O3S3 as an isolated structure at a distorted geometry.

```
109
Properties=species:S:1:pos:R:3
Ce 2.14 -1.27 -0.63
C 1.48 -0.84 5.20
C 1.03 0.08 4.16
C 0.84 1.47 4.37
C 0.14 2.22 3.37
N -0.28 1.72 2.25
N 0.14 0.42 1.95
B -0.25 0.06 0.55
N -0.14 1.12 -0.47
N -1.36 1.29 -1.06
C -1.42 2.33 -1.86
C -0.31 3.18 -2.10
C 0.88 3.00 -1.40
C 2.01 3.99 -1.35
C 0.98 1.86 -0.51
S 2.46 1.54 0.28
C -2.67 2.56 -2.67
C -3.02 4.06 -2.72
C -3.82 1.80 -2.03
C -2.27 2.11 -4.05
N -1.27 -0.97 0.49
N -2.17 -0.57 1.50
C -3.33 -1.18 1.45
C -3.73 -1.98 0.35
C -2.94 -2.24 -0.74
C -3.42 -2.89 -2.05
C -1.54 -1.82 -0.57
S -0.31 -2.08 -1.82
C -4.15 -0.95 2.67
C -4.04 0.52 3.14
C -5.61 -1.20 2.23
C -3.67 -1.94 3.72
C 0.65 -0.41 2.85
S 1.33 -1.92 2.18
C 0.10 3.73 3.43
C -0.64 4.19 4.71
C -0.68 4.30 2.25
C 1.54 4.28 3.39
H 1.80 -0.32 6.16
H 2.18 -1.56 4.78
H 0.70 -1.53 5.45
H 1.37 2.01 5.17
H -0.45 3.91 -2.87
H 2.43 4.07 -0.33
H 1.77 4.96 -1.70
H 2.89 3.77 -2.03
H -2.78 4.58 -1.78
H -4.08 4.22 -2.87
H -2.46 4.56 -3.53
H -4.29 2.29 -1.10
H -3.43 0.83 -1.77
H -4.73 1.78 -2.68
H -1.32 2.58 -4.33
H -3.12 2.38 -4.75
H -2.14 1.00 -4.07
H -4.82 -2.11 0.23
H -2.59 -3.40 -2.48
H -3.81 -2.17 -2.76
H -4.33 -3.56 -1.97
H -3.92 1.26 2.32
H -3.18 0.61 3.74
H -4.93 0.83 3.66
H -5.94 -0.53 1.44
H -6.32 -1.06 3.12
H -5.76 -2.24 1.90
H -2.59 -1.83 4.09
H -3.73 -2.98 3.39
H -4.34 -1.70 4.57
H -1.72 4.05 4.57
H -0.40 5.23 4.97
H -0.40 3.63 5.63
H -1.74 4.01 2.34
H -0.29 3.99 1.30
H -0.68 5.41 2.38
H 1.99 3.97 4.36
H 1.49 5.39 3.51
H 2.11 3.94 2.51
C 5.53 -3.84 3.47
O 4.37 -3.97 2.57
C 4.58 -4.59 1.37
C 5.21 -5.83 1.26
C 5.34 -6.48 0.00
C 4.71 -5.98 -1.11
C 4.08 -4.71 -1.11
C 3.36 -4.18 -2.23
N 2.79 -2.97 -2.39
N 2.66 -2.47 -3.63
C 2.39 -1.17 -3.75
O 2.31 -0.38 -2.69
C 1.91 -0.62 -5.05
C 1.77 0.78 -5.18
C 1.50 1.31 -6.45
C 1.33 0.49 -7.54
C 1.56 -0.88 -7.40
C 1.78 -1.44 -6.16
C 3.96 -4.00 0.16
O 3.48 -2.75 0.24
H 5.78 -4.83 3.82
H 5.21 -3.27 4.34
H 6.37 -3.47 2.87
H 5.54 -6.26 2.21
H 6.04 -7.37 -0.05
H 4.65 -6.57 -2.07
H 3.42 -4.95 -3.00
H 1.73 1.35 -4.31
H 1.30 2.34 -6.57
H 0.87 0.90 -8.43
H 1.38 -1.51 -8.24
H 1.96 -2.49 -5.96
```

The value obtained for the HOMO-LUMO gap (alpha / beta) is 4.9 / 4.9 eV. The calculation puts the HOMO energy (alpha / beta) at -12.33 / -12.33 eV. As for the charge: +2. The value obtained for the energy above the lowest of the compared OMol25 structures with the same formula, charge and spin is 18.47 kcal per mole.


# 4
ORCA calculation (wB97M-V/def2-TZVPD) on C42H51BrCl5F16MgN2NaO12S as an isolated structure at a distorted geometry.

```
132
Properties=species:S:1:pos:R:3
C 7.25 -2.32 -0.25
C 7.72 -1.48 -1.61
C 7.01 -2.30 -2.88
C 7.04 0.04 -1.53
C 7.68 0.76 -0.21
C 7.58 0.85 -2.85
O 7.17 2.27 -2.92
C 5.76 2.45 -2.53
C 5.49 3.34 -1.15
C 3.91 3.53 -0.64
C 2.68 2.85 -1.55
C 2.96 1.97 -2.94
S 1.54 1.16 -3.93
O 2.11 -0.14 -4.61
O 0.40 0.64 -2.98
C 0.90 2.24 -5.33
F 1.42 3.65 -5.19
F 1.46 1.71 -6.62
C -0.73 2.32 -5.45
F -1.33 3.12 -4.34
F -1.01 3.08 -6.72
C -1.49 0.88 -5.59
F -0.62 -0.26 -5.96
F -2.28 0.67 -4.35
F -2.51 1.04 -6.70
C 4.54 1.79 -3.43
O 4.92 1.03 -4.66
C 1.15 3.13 -0.96
O 0.08 3.39 -1.72
C 1.01 3.12 0.68
C -0.32 2.44 1.37
C -0.49 2.35 3.00
C -1.73 1.67 3.82
C -3.11 1.47 2.96
C -3.05 0.33 1.79
C -4.03 -0.97 2.04
C -3.52 -2.13 0.95
N -3.37 -1.46 -0.44
C 0.72 3.03 3.92
F 0.65 3.03 5.42
C 2.07 3.72 3.22
O 3.09 4.30 4.10
C 4.36 3.56 4.04
N 5.46 2.89 3.88
C 2.22 3.75 1.58
C 3.53 4.36 0.76
O 4.26 5.40 1.16
H 8.16 -2.40 0.49
H 6.34 -1.80 0.28
H 6.90 -3.42 -0.51
H 8.89 -1.45 -1.73
H 7.06 -3.48 -2.69
H 7.61 -2.04 -3.85
H 5.89 -1.99 -3.04
H 5.88 -0.14 -1.50
H 6.90 1.04 0.63
H 8.21 1.78 -0.53
H 8.56 0.10 0.24
H 8.77 0.85 -2.78
H 7.31 0.30 -3.87
H 6.36 3.83 -0.52
H 5.05 0.06 -4.43
H -1.15 2.02 0.66
H -1.96 2.33 4.79
H -1.38 0.62 4.26
H -3.44 2.52 2.53
H -3.99 1.15 3.71
H -3.29 0.88 0.77
H -1.94 -0.08 1.68
H -4.03 -1.39 3.13
H -5.13 -0.70 1.70
H -4.23 -3.07 0.92
H -2.41 -2.38 1.28
H -2.70 -2.01 -1.03
H -4.30 -1.50 -0.96
C -5.04 3.40 5.33
O -5.33 2.16 4.96
H -5.39 4.22 4.67
H -5.43 3.75 6.30
H -3.98 3.66 5.43
Mg -6.53 1.34 3.46
C -3.46 1.47 10.15
C -4.35 2.64 10.61
C -5.38 2.28 11.67
F -6.25 1.33 11.26
F -6.13 3.37 12.00
F -4.93 3.22 9.52
F -3.51 3.60 11.13
O -3.87 0.81 8.95
C -4.87 -0.19 9.11
C -6.20 0.17 8.44
F -6.68 1.36 8.88
F -7.15 -0.76 8.69
F -5.01 -0.47 10.43
F -4.36 -1.32 8.55
H -2.48 1.91 9.89
H -3.24 0.76 10.95
H -4.89 1.94 12.59
H -6.08 0.24 7.35
C -5.15 -1.48 -6.20
C -4.90 -2.14 -4.87
O -4.99 -3.55 -5.00
H -6.14 -1.75 -6.58
H -5.09 -0.39 -6.12
H -4.42 -1.82 -6.95
H -5.64 -1.82 -4.13
H -3.90 -1.89 -4.48
H -4.32 -3.83 -5.65
O -5.50 -2.15 4.48
H -5.60 -2.85 5.11
C -0.71 -2.62 -3.76
Cl -0.62 -3.91 -4.96
Cl -1.39 -3.21 -2.24
H 0.30 -2.24 -3.57
H -1.34 -1.82 -4.14
C 0.72 -5.63 -8.99
C -0.28 -6.73 -9.26
O 0.07 -7.80 -9.74
C -1.72 -6.46 -8.91
H 1.72 -5.97 -9.29
H 0.46 -4.74 -9.57
H 0.74 -5.40 -7.92
H -2.09 -5.60 -9.49
H -1.81 -6.26 -7.84
H -2.32 -7.33 -9.16
Na 6.15 6.18 0.42
C 3.04 -3.17 -1.41
Cl 4.11 -4.51 -1.86
Cl 3.65 -2.35 0.04
Cl 2.89 -2.02 -2.75
H 2.05 -3.57 -1.19
Br 6.15 -3.97 1.38
```

The value obtained for the HOMO-LUMO gap is 1.4 eV. The calculation puts the HOMO energy at -5.30 eV. As for the charge: 0. The value obtained for the energy above the lowest of the compared OMol25 structures with the same formula, charge and spin is 401.97 kcal per mole.


Repeat the second record exactly.
ORCA calculation (wB97M-V/def2-TZVPD) on C42H50HfI2N8O2P as an isolated structure at a distorted geometry.

```
106
Properties=species:S:1:pos:R:3
Hf 0.38 0.89 -0.13
C 0.17 5.09 1.40
C 0.01 3.62 1.66
C -1.24 3.00 1.39
C -2.43 3.86 1.07
C -1.40 1.61 1.57
C -2.77 0.98 1.39
C -0.35 0.87 2.22
C -0.62 -0.54 2.72
C 0.79 1.56 2.68
C 1.66 0.98 3.76
C 1.01 2.91 2.30
C 2.28 3.59 2.71
H -0.10 5.66 2.29
H -0.45 5.45 0.58
H 1.20 5.35 1.16
H -2.69 4.41 1.99
H -3.31 3.30 0.77
H -2.22 4.61 0.31
H -3.30 1.36 0.53
H -3.38 1.20 2.27
H -2.73 -0.10 1.29
H -1.02 -0.49 3.74
H 0.29 -1.13 2.76
H -1.35 -1.08 2.12
H 2.71 0.93 3.49
H 1.35 -0.01 4.08
H 1.60 1.64 4.63
H 2.12 4.16 3.63
H 2.63 4.29 1.96
H 3.09 2.89 2.90
I 5.01 3.10 -0.30
C 3.26 3.61 -1.30
C 3.29 4.66 -2.24
C 2.15 5.07 -2.88
I 2.28 6.58 -4.31
C 0.91 4.45 -2.57
C -0.34 4.86 -3.08
C -1.49 4.22 -2.70
C -1.40 3.14 -1.83
N -0.26 2.70 -1.33
C 0.90 3.37 -1.66
C 2.09 2.94 -1.02
O 2.02 1.90 -0.16
H 4.23 5.15 -2.46
H -0.38 5.69 -3.77
H -2.46 4.53 -3.07
H -2.31 2.62 -1.51
C 2.11 0.46 -4.77
C 1.49 0.46 -3.45
N 1.00 0.46 -2.42
H 1.56 1.12 -5.44
H 2.11 -0.55 -5.19
H 3.14 0.81 -4.69
C 5.52 -1.28 0.18
N 4.77 -1.65 -1.01
C 4.45 -3.08 -0.94
N 3.68 -3.41 0.26
C 4.45 -3.00 1.45
N 4.78 -1.57 1.41
C 3.63 -0.73 1.59
P 2.36 -1.00 0.22
C 3.60 -0.84 -1.21
C 2.34 -2.89 0.24
H 5.77 -0.22 0.15
H 6.45 -1.85 0.20
H 5.38 -3.64 -0.92
H 3.88 -3.38 -1.83
H 5.37 -3.57 1.47
H 3.88 -3.22 2.35
H 3.92 0.32 1.56
H 3.16 -0.95 2.55
H 3.87 0.21 -1.30
H 3.09 -1.16 -2.12
H 1.82 -3.23 -0.66
H 1.79 -3.23 1.12
C -6.85 -2.45 2.05
C -5.86 -3.23 1.22
C -4.72 -3.78 1.80
C -3.85 -4.57 1.06
C -4.09 -4.81 -0.29
N -3.20 -5.61 -1.08
C -1.84 -5.54 -1.11
O -1.10 -6.41 -1.49
N -1.27 -4.31 -0.62
C -1.55 -3.04 -1.02
C -2.50 -2.71 -2.00
C -2.72 -1.38 -2.32
C -1.99 -0.39 -1.69
N -1.06 -0.68 -0.77
C -0.86 -1.97 -0.44
C -5.23 -4.28 -0.88
C -6.11 -3.50 -0.13
H -6.34 -1.83 2.79
H -7.50 -3.14 2.59
H -7.48 -1.82 1.43
H -4.53 -3.63 2.85
H -3.00 -5.04 1.54
H -3.58 -6.46 -1.48
H -0.40 -4.47 -0.13
H -3.02 -3.49 -2.53
H -3.45 -1.11 -3.07
H -2.13 0.65 -1.95
H -0.11 -2.18 0.31
H -5.46 -4.50 -1.92
H -7.00 -3.11 -0.60
```

The value obtained for the HOMO-LUMO gap is 5.9 eV. The calculation puts the HOMO energy at -14.78 eV. As for the charge: +3. The value obtained for the energy above the lowest of the compared OMol25 structures with the same formula, charge and spin is 18.67 kcal per mole.


Q: The highest energy above the lowest of the compared OMol25 structures with the same formula, charge and spin belongs to which entry?
A: C42H51BrCl5F16MgN2NaO12S


Q: Look up the energy above the lowest of the compared OMol25 structures with the same formula, charge and spin of the fourth one.
A: 401.97 kcal per mole


Q: What is the charge in the fourth record?
A: 0